C15H15N3O2 | ωB97M-V/def2-TZVPD

Calculated values
Structure (SMILES): CN(C)/C=C/C(=O)c1ccc(Oc2ncccn2)cc1
E_LUMO (eV): 0.6146
Kohn-Sham gap (eV): 8.713

Element x y z (Å)
C (-5.6749, 1.6710, 1.2016)
N (-5.8336, 0.3637, 0.6155)
C (-7.1842, -0.0704, 0.3733)
C (-4.7859, -0.3054, 0.1113)
C (-3.4824, 0.0653, 0.0986)
C (-2.5032, -0.8477, -0.4463)
O (-2.7780, -1.9775, -0.8347)
C (-1.0921, -0.3585, -0.5036)
C (-0.7600, 0.9749, -0.7262)
C (0.5629, 1.3628, -0.7957)
C (1.5770, 0.4235, -0.6349)
O (2.8643, 0.9032, -0.7836)
C (3.9020, 0.3992, -0.1256)
N (5.0760, 0.8861, -0.5228)
C (6.1459, 0.4558, 0.1152)
C (6.0757, -0.4597, 1.1576)
C (4.8035, -0.8956, 1.4906)
N (3.7225, -0.4754, 0.8579)
C (1.2604, -0.9136, -0.4360)
C (-0.0667, -1.2915, -0.3782)
H (-4.7976, 1.6838, 1.8471)
H (-6.5525, 1.9045, 1.8023)
H (-5.5582, 2.4451, 0.4357)
H (-7.6942, 0.6037, -0.3232)
H (-7.7477, -0.0882, 1.3097)
H (-7.1822, -1.0714, -0.0514)
H (-5.0156, -1.2705, -0.3237)
H (-3.1420, 1.0048, 0.4982)
H (-1.5337, 1.7129, -0.8756)
H (0.8335, 2.3909, -0.9807)
H (7.0881, 0.8635, -0.2277)
H (6.9535, -0.8082, 1.6740)
H (4.6259, -1.6058, 2.2882)
H (2.0419, -1.6485, -0.3339)
H (-0.3327, -2.3285, -0.2382)

***

C15H15N3O3 | ωB97M-V/def2-TZVPD

Calculated values
Structure (SMILES): Cc1ccc(OCC(=O)O/N=C(\N)c2ccccn2)cc1
E_LUMO (eV): 0.4504
Kohn-Sham gap (eV): 8.739

Element x y z (Å)
C (3.4582, 0.8622, -3.9577)
C (2.9955, -0.0845, -2.8912)
C (2.4481, -1.3215, -3.2076)
C (2.0283, -2.1853, -2.2174)
C (2.1474, -1.8329, -0.8742)
O (1.7192, -2.7902, 0.0111)
C (1.6927, -2.5306, 1.3940)
C (0.4127, -1.7791, 1.7814)
O (-0.5305, -2.2944, 2.3263)
O (0.4890, -0.5163, 1.3890)
N (-0.5556, 0.3866, 1.6892)
C (-1.7353, 0.1458, 1.2498)
N (-2.1729, -0.8520, 0.4604)
C (-2.7622, 1.1541, 1.6040)
C (-2.4457, 2.3059, 2.3191)
C (-3.4660, 3.1898, 2.6240)
C (-4.7564, 2.8969, 2.2071)
C (-4.9654, 1.7234, 1.4984)
N (-3.9995, 0.8737, 1.2044)
C (2.6919, -0.5991, -0.5450)
C (3.1073, 0.2562, -1.5507)
H (3.2270, 0.4758, -4.9470)
H (2.9782, 1.8327, -3.8411)
H (4.5351, 1.0136, -3.8889)
H (2.3464, -1.6143, -4.2427)
H (1.6050, -3.1475, -2.4598)
H (1.6605, -3.5108, 1.8768)
H (2.5761, -1.9780, 1.7297)
H (-1.6490, -1.7036, 0.3521)
H (-3.1744, -0.8861, 0.3382)
H (-1.4243, 2.4759, 2.6141)
H (-3.2606, 4.0936, 3.1789)
H (-5.5790, 3.5593, 2.4263)
H (-5.9513, 1.4450, 1.1493)
H (2.7833, -0.2791, 0.4801)
H (3.5264, 1.2148, -1.2803)

***

Respective E_HOMO values: -8.099, -8.288 eV.